# 1
Here is a structure of composition C28H28AuFN3Si from OMol25. Energies are from ωB97M-V with the def2-TZVPD basis set.

Calculated values
charge = -1
Kohn-Sham gap = 6.20 eV
HOMO = -3.6 eV
E_LUMO = 0.0947 Ha

The geometry in XYZ format:
```
62
C28H28AuFN3Si | OMol25 | ωB97M-V with the def2-TZVPD basis set
Au -0.10 -0.14 -0.17
C -4.21 -1.84 0.85
Si -3.21 -0.29 0.54
C -4.40 1.14 0.28
C -2.35 0.09 2.16
N -2.05 -0.46 -0.73
C -2.43 -0.80 -2.01
C -3.78 -0.93 -2.39
C -4.20 -1.26 -3.67
C -3.28 -1.49 -4.68
C -1.93 -1.37 -4.36
C -1.54 -1.04 -3.08
F -0.20 -0.95 -2.88
H -4.83 -1.69 1.74
H -3.54 -2.68 1.04
H -4.86 -2.13 0.03
H -4.96 1.32 1.20
H -5.11 0.99 -0.53
H -3.83 2.05 0.05
H -3.08 0.07 2.97
H -1.90 1.08 2.11
H -1.56 -0.63 2.38
H -4.54 -0.76 -1.65
H -5.26 -1.34 -3.87
H -3.59 -1.75 -5.69
H -1.15 -1.52 -5.09
C 3.41 -1.22 3.94
C 3.95 -0.08 3.35
C 3.45 0.41 2.15
C 2.40 -0.24 1.47
C 1.87 -1.38 2.08
C 2.35 -1.85 3.29
N 1.87 0.25 0.30
C 2.65 1.01 -0.56
C 2.03 1.98 -1.37
C 2.77 2.73 -2.27
C 4.14 2.55 -2.41
C 4.76 1.60 -1.61
C 4.03 0.84 -0.71
H 3.80 -1.60 4.87
H 4.77 0.44 3.83
H 3.88 1.31 1.73
H 1.05 -1.89 1.58
H 1.91 -2.74 3.72
H 0.97 2.13 -1.27
H 2.25 3.46 -2.88
H 4.71 3.14 -3.12
H 5.82 1.42 -1.71
H 4.54 0.08 -0.12
N 0.55 2.43 1.93
C 0.32 2.36 3.05
C 0.10 2.15 4.46
C 1.07 1.47 5.19
C 0.86 1.24 6.54
C -0.30 1.69 7.16
C -1.27 2.36 6.42
C -1.08 2.59 5.07
H 1.95 1.11 4.69
H 1.62 0.71 7.11
H -0.45 1.50 8.22
H -2.18 2.69 6.90
H -1.83 3.09 4.48
```



# 2
Here is a cluster of 2 separate species, CH5NOP in total from OMol25. Energies are from ωB97M-V with the def2-TZVPD basis set.

Calculated values
charge = -1
ΔE to the lowest compared entry with this formula, charge and spin = 4.120 eV
Kohn-Sham gap (spin up / spin down) = 6.92 / 7.02 eV
HOMO (spin up / spin down) = -2.5 / -2.5 eV
E_LUMO (spin up / spin down) = 0.1623 / 0.1646 Ha

The geometry in XYZ format:
```
9
CH5NOP | OMol25 | ωB97M-V with the def2-TZVPD basis set
C 1.29 0.38 -0.18
N 0.44 1.35 -0.49
O -3.12 -0.33 -0.08
P -1.62 -0.10 0.02
H 1.03 -0.60 0.08
H 2.08 0.37 -0.96
H 1.84 0.56 0.81
H -0.98 -1.39 -0.41
H -0.96 -0.24 1.21
```



# 3
Here is a cluster of 2 separate species, C3H10N in total from OMol25. Energies are from ωB97M-V with the def2-TZVPD basis set.

Calculated values
charge = +1
ΔE to the lowest compared entry with this formula, charge and spin = 2.935 eV
Kohn-Sham gap = 9.11 eV
HOMO = -15.0 eV
E_LUMO = -0.2164 Ha

The geometry in XYZ format:
```
14
C3H10N | OMol25 | ωB97M-V with the def2-TZVPD basis set
C 2.81 0.27 2.81
H 2.64 -0.58 2.22
H 2.81 0.01 3.91
H 2.08 1.04 2.76
H 3.80 0.54 2.62
C -0.93 0.29 -0.61
C -2.43 -0.93 -2.45
N -1.61 0.02 -1.99
H -1.34 -0.18 0.18
H -1.31 1.33 -0.60
H 0.08 0.12 -0.86
H -3.07 -1.42 -1.90
H -2.50 -1.14 -3.43
H -1.03 0.63 -2.67
```



# 4
Here is a cluster of 2 separate species, C7H10N in total from OMol25. Energies are from ωB97M-V with the def2-TZVPD basis set.

Calculated values
charge = +1
ΔE to the lowest compared entry with this formula, charge and spin = 5.163 eV
Kohn-Sham gap = 10.28 eV
HOMO = -15.1 eV
E_LUMO = -0.1760 Ha

The geometry in XYZ format:
```
18
C7H10N | OMol25 | ωB97M-V with the def2-TZVPD basis set
C -3.95 -0.16 0.00
C -2.55 0.04 -0.10
C 1.39 -0.60 -0.07
C 1.15 0.65 0.72
C -0.08 -1.10 -0.45
C 0.01 1.32 -0.17
C -0.60 0.25 -0.92
N -3.25 0.25 1.05
H -4.83 -0.42 -0.45
H 1.79 -0.32 -1.05
H 1.88 -1.50 0.47
H 0.79 0.54 1.73
H 2.03 1.19 0.69
H -0.09 -2.00 -1.17
H -0.44 -1.41 0.49
H -0.63 1.98 0.39
H 0.44 2.05 -0.79
H -0.79 0.36 -2.09
```



# 5
Here is a cluster of 2 separate species, C8H14O2P in total from OMol25. Energies are from ωB97M-V with the def2-TZVPD basis set.

Calculated values
charge = -1
ΔE to the lowest compared entry with this formula, charge and spin = 4.660 eV
Kohn-Sham gap (spin up / spin down) = 6.97 / 6.53 eV
HOMO (spin up / spin down) = -3.6 / -3.1 eV
E_LUMO (spin up / spin down) = 0.1247 / 0.1249 Ha

The geometry in XYZ format:
```
25
C8H14O2P | OMol25 | ωB97M-V with the def2-TZVPD basis set
C 0.33 -0.58 -0.71
C 0.88 0.62 -0.61
C -0.66 -0.83 0.42
C -1.14 0.45 1.12
C 0.54 -1.62 -1.72
C 1.93 1.32 -1.45
C 0.06 -1.74 1.37
C -2.38 1.04 0.54
O -0.08 2.96 0.41
O 2.01 1.06 2.43
P 0.27 1.64 0.81
H -1.54 -1.16 0.00
H -1.30 0.27 2.19
H -0.32 -2.28 -1.54
H 1.34 -2.14 -1.24
H 0.66 -1.32 -2.71
H 1.66 2.41 -1.49
H 1.90 0.85 -2.44
H 2.97 1.26 -1.04
H 0.88 -1.26 1.73
H 0.39 -2.65 0.79
H -0.49 -1.96 2.28
H -2.05 1.35 -0.51
H -2.66 1.91 0.96
H -3.21 0.38 0.43
```



# 6
Here is a cluster of 2 separate species, C2H2BrIO in total from OMol25. Energies are from ωB97M-V with the def2-TZVPD basis set.

Calculated values
charge = 0
ΔE to the lowest compared entry with this formula, charge and spin = 2.142 eV
Kohn-Sham gap (spin up / spin down) = 8.12 / 8.12 eV
HOMO (spin up / spin down) = -8.7 / -8.7 eV
E_LUMO (spin up / spin down) = -0.0231 / -0.0231 Ha

The geometry in XYZ format:
```
7
C2H2BrIO | OMol25 | ωB97M-V with the def2-TZVPD basis set
C 0.52 1.07 0.13
C -0.42 -0.89 -0.36
O -0.15 2.00 -0.17
Br -1.77 -0.99 1.08
I 2.35 0.91 1.07
H 0.31 -1.62 -0.45
H -0.86 -0.48 -1.29
```



# 7
Here is a structure of composition C15H40MnNO10S3 from OMol25. Energies are from ωB97M-V with the def2-TZVPD basis set.

Calculated values
2S+1 = 6
charge = +1
ΔE to the lowest compared entry with this formula, charge and spin = 12.301 eV
Kohn-Sham gap (spin up / spin down) = 4.65 / 1.81 eV
HOMO (spin up / spin down) = -8.9 / -9.0 eV
E_LUMO (spin up / spin down) = -0.1574 / -0.2627 Ha

The geometry in XYZ format:
```
70
C15H40MnNO10S3 | OMol25 | ωB97M-V with the def2-TZVPD basis set
Mn 5.30 -17.31 -0.53
O 5.42 -14.41 -1.75
H 5.36 -13.45 -1.93
C 11.31 -11.77 -1.39
C 10.70 -12.44 -2.68
N 11.73 -12.96 -3.62
C 11.21 -13.86 -4.68
C 10.41 -15.02 -4.14
C 12.50 -11.91 -4.23
C 13.64 -12.32 -5.23
H 10.43 -11.47 -0.83
H 11.85 -10.86 -1.67
H 12.03 -12.43 -0.89
H 10.00 -13.23 -2.41
H 10.19 -11.64 -3.22
H 12.04 -14.40 -5.16
H 10.72 -13.28 -5.46
H 9.41 -14.71 -3.82
H 10.97 -15.27 -3.24
H 10.33 -15.81 -4.88
H 11.81 -11.30 -4.81
H 12.98 -11.28 -3.49
H 14.25 -11.43 -5.37
H 14.32 -13.03 -4.77
H 13.32 -12.65 -6.22
O 0.59 -15.47 -6.70
S -0.26 -15.23 -5.51
O -1.43 -14.34 -5.51
O -0.74 -16.68 -4.91
C -0.11 -17.90 -5.25
C -0.69 -18.50 -6.55
C 0.76 -14.77 -4.12
H -0.41 -18.62 -4.48
H 0.97 -17.74 -5.22
H -0.34 -17.86 -7.36
H -1.77 -18.44 -6.43
H -0.33 -19.52 -6.69
H 0.15 -14.52 -3.26
H 1.49 -14.03 -4.45
H 1.36 -15.68 -4.04
O 5.46 -13.43 4.83
S 4.36 -14.28 4.33
O 4.69 -15.46 3.53
O 3.50 -14.77 5.64
C 3.43 -13.91 6.75
C 2.21 -14.35 7.57
C 3.04 -13.34 3.44
H 3.29 -12.88 6.45
H 4.33 -13.98 7.37
H 1.99 -13.80 8.49
H 2.34 -15.35 7.98
H 1.30 -14.31 6.98
H 3.51 -13.02 2.50
H 2.87 -12.48 4.09
H 2.15 -13.96 3.38
O 4.98 -8.19 0.59
S 4.21 -7.22 -0.23
O 4.27 -5.75 0.01
O 4.58 -7.55 -1.85
C 4.96 -8.88 -2.20
C 5.47 -8.86 -3.64
C 2.44 -7.69 -0.30
H 4.07 -9.50 -2.08
H 5.81 -9.20 -1.61
H 5.69 -9.87 -3.97
H 6.30 -8.19 -3.87
H 4.69 -8.56 -4.35
H 2.30 -8.67 -0.74
H 1.90 -6.94 -0.89
H 2.02 -7.70 0.70
```



# 8
Here is a cluster of 2 separate species, C3H9NO2 in total from OMol25. Energies are from ωB97M-V with the def2-TZVPD basis set.

Calculated values
SMILES = C/C=C/O.NO
charge = 0
ΔE to the lowest compared entry with this formula, charge and spin = 5.426 eV
Kohn-Sham gap = 8.31 eV
HOMO = -7.6 eV
E_LUMO = 0.0268 Ha

The geometry in XYZ format:
```
15
C3H9NO2 | OMol25 | ωB97M-V with the def2-TZVPD basis set
C -0.11 1.67 -0.83
C 0.74 0.59 -0.27
C 0.86 -0.64 -0.86
O 1.83 -1.56 -0.50
H -1.08 1.28 -1.16
H 0.37 2.14 -1.70
H -0.29 2.45 -0.09
H 1.32 0.81 0.62
H 0.54 -0.78 -1.89
H 2.54 -1.14 -0.01
N -0.88 -0.91 1.29
O -2.23 -0.82 1.77
H -0.38 -0.36 1.99
H -0.54 -1.12 0.20
H -2.71 -1.61 1.44
```



# 9
Here is a structure of composition C30H49ClF18N8O20S6 from OMol25. Energies are from ωB97M-V with the def2-TZVPD basis set.

Calculated values
charge = -2
ΔE to the lowest compared entry with this formula, charge and spin = 0.000 eV
Kohn-Sham gap = 7.12 eV
HOMO = -4.4 eV
E_LUMO = 0.1016 Ha

The geometry in XYZ format:
```
132
C30H49ClF18N8O20S6 | OMol25 | ωB97M-V with the def2-TZVPD basis set
C 4.08 -4.56 -5.02
C 2.76 -4.73 -5.69
O 2.58 -5.41 -6.65
N 1.63 -3.97 -5.09
H 2.12 -3.17 -4.64
H 0.97 -3.60 -5.76
C 0.81 -4.63 -3.90
H 4.30 -3.49 -5.12
H 4.83 -5.25 -5.37
H 4.06 -4.78 -3.95
H -0.16 -4.79 -4.37
H 0.81 -3.87 -3.13
H 1.38 -5.49 -3.58
C 5.25 2.43 0.07
C 4.17 2.07 -0.90
O 3.16 1.53 -0.64
N 4.51 2.19 -2.36
H 5.45 2.57 -2.47
H 4.56 1.29 -2.87
C 3.49 3.10 -3.02
H 5.93 1.58 0.08
H 4.89 2.62 1.08
H 5.88 3.30 -0.13
H 3.16 3.92 -2.40
H 2.58 2.51 -3.09
H 3.83 3.35 -4.02
C -5.50 4.99 4.41
C -5.34 3.68 3.66
N -5.65 3.94 2.23
C -6.81 4.39 1.71
C -6.67 4.38 0.34
N -5.40 3.93 0.07
C -4.79 3.65 1.24
C -4.91 3.68 -1.28
H -6.52 5.37 4.40
H -4.84 5.81 4.12
H -5.10 4.86 5.42
H -6.03 2.94 4.07
H -4.33 3.26 3.67
H -7.62 4.69 2.34
H -7.38 4.42 -0.46
H -3.81 3.21 1.31
H -4.18 4.46 -1.51
H -5.78 3.91 -1.90
H -4.46 2.71 -1.43
C 1.49 -2.18 4.28
C 1.22 -3.67 4.47
N 1.03 -4.43 3.25
C -0.10 -4.49 2.49
C 0.11 -5.31 1.42
N 1.43 -5.66 1.46
C 2.00 -5.08 2.55
C 2.06 -6.66 0.63
H 0.92 -1.80 3.44
H 2.55 -2.10 4.01
H 1.41 -1.50 5.12
H 0.37 -3.90 5.12
H 2.08 -4.01 5.03
H -0.96 -3.89 2.75
H -0.61 -5.61 0.67
H 3.04 -5.16 2.79
H 3.15 -6.67 0.61
H 1.56 -6.63 -0.34
H 1.73 -7.65 0.96
C 2.75 -2.24 -0.84
C 2.14 -2.12 0.57
N 1.02 -1.22 0.43
C -0.24 -1.42 -0.03
C -0.94 -0.27 0.24
N -0.08 0.64 0.75
C 1.10 0.03 0.91
C -0.44 1.97 1.18
H 3.62 -2.88 -0.95
H 2.97 -1.24 -1.23
H 1.98 -2.51 -1.57
H 2.85 -1.69 1.28
H 1.75 -3.10 0.85
H -0.59 -2.37 -0.43
H -1.93 0.02 -0.10
H 1.99 0.44 1.37
H -1.31 1.84 1.83
H -0.91 2.52 0.36
H 0.44 2.46 1.58
Cl -0.26 -4.77 -1.78
C -6.02 0.18 -2.61
F -5.50 1.33 -3.10
F -7.06 0.43 -1.81
F -6.46 -0.46 -3.71
S -4.74 -0.83 -1.74
O -3.57 -0.66 -2.56
O -4.60 -0.22 -0.43
O -5.34 -2.16 -1.71
C 3.92 0.47 5.13
F 3.91 1.72 5.61
F 5.00 -0.18 5.66
F 2.89 -0.25 5.54
S 4.14 0.65 3.27
O 3.91 -0.68 2.71
O 3.17 1.65 2.88
O 5.49 1.19 3.17
C 2.40 0.48 -5.72
F 1.44 0.75 -4.85
F 1.84 -0.13 -6.76
F 3.05 1.59 -6.04
S 3.56 -0.69 -4.87
O 2.72 -1.71 -4.23
O 4.36 -1.20 -5.97
O 4.30 0.08 -3.90
C -0.41 2.01 -2.90
F 0.57 2.57 -2.16
F 0.09 0.84 -3.34
F -1.56 1.84 -2.28
S -0.57 3.26 -4.35
O -1.20 2.51 -5.45
O -1.54 4.22 -3.84
O 0.76 3.82 -4.62
C -2.62 -1.31 3.29
F -2.99 -0.58 2.23
F -1.30 -1.52 3.26
F -3.01 -0.59 4.36
S -3.49 -3.00 3.44
O -4.88 -2.89 3.14
O -2.72 -3.75 2.45
O -3.24 -3.34 4.83
C -0.25 4.96 3.43
F -0.01 5.58 4.60
F 0.86 4.77 2.76
F -0.94 3.85 3.68
S -1.47 5.99 2.41
O -1.83 5.11 1.29
O -2.61 6.31 3.27
O -0.75 7.21 1.98
```



# 10
Here is a cluster of 2 separate species, C4H12N2 in total from OMol25. Energies are from ωB97M-V with the def2-TZVPD basis set.

Calculated values
SMILES = NCCN.C=C
charge = 0
ΔE to the lowest compared entry with this formula, charge and spin = 1.765 eV
Kohn-Sham gap = 10.16 eV
HOMO = -9.1 eV
E_LUMO = 0.0400 Ha

The geometry in XYZ format:
```
18
C4H12N2 | OMol25 | ωB97M-V with the def2-TZVPD basis set
N -1.57 -2.63 -0.21
C -1.17 -1.28 0.20
C -1.28 -0.33 -1.01
N -0.71 1.00 -0.60
H -2.55 -2.69 -0.46
H -1.39 -3.40 0.52
H -0.09 -1.27 0.48
H -1.79 -0.95 1.06
H -0.59 -0.65 -1.80
H -2.33 -0.30 -1.26
H -0.57 1.56 -1.45
H -1.35 1.46 0.06
C 2.12 1.10 0.57
C 3.02 2.01 0.93
H 1.35 0.70 1.28
H 2.13 0.76 -0.46
H 2.93 2.53 1.90
H 3.81 2.38 0.26
```



# 11
Here is the molecule HNO3S from OMol25. Energies are from ωB97M-V with the def2-TZVPD basis set.

Calculated values
SMILES = O=S(O)#[N+][O-]
charge = 0
ΔE to the lowest compared entry with this formula, charge and spin = 0.550 eV
Kohn-Sham gap (spin up / spin down) = 7.74 / 7.74 eV
HOMO (spin up / spin down) = -9.1 / -9.1 eV
E_LUMO (spin up / spin down) = -0.0514 / -0.0514 Ha

The geometry in XYZ format:
```
6
HNO3S | OMol25 | ωB97M-V with the def2-TZVPD basis set
O -2.43 -0.02 -0.79
S -1.83 0.16 0.49
O -0.55 -1.00 0.41
N -0.64 1.72 0.36
O 0.18 1.74 -0.51
H -0.03 -0.80 1.22
```



# 12
Here is a cluster of 2 separate species, C6H6FNO4S2 in total from OMol25. Energies are from ωB97M-V with the def2-TZVPD basis set.

Calculated values
charge = 0
ΔE to the lowest compared entry with this formula, charge and spin = 0.000 eV
Kohn-Sham gap = 7.47 eV
HOMO = -9.2 eV
E_LUMO = -0.0628 Ha

The geometry in XYZ format:
```
20
C6H6FNO4S2 | OMol25 | ωB97M-V with the def2-TZVPD basis set
C 1.54 0.21 0.43
C 0.58 1.17 0.51
C 1.06 -1.05 0.07
C -0.73 0.95 0.23
C -0.21 -1.24 -0.47
C -1.18 -0.24 -0.28
N -2.43 -0.50 -0.71
O -2.42 -2.30 1.14
O -4.58 -1.48 0.24
O -5.84 1.85 1.25
O -4.44 1.38 -0.71
F -3.13 -2.86 -1.17
S -3.19 -1.75 0.06
S -5.74 1.44 -0.11
H 2.43 0.24 0.88
H 0.78 2.11 0.99
H 1.73 -1.89 -0.03
H -1.39 1.80 0.07
H -0.45 -2.19 -0.90
H -3.13 0.32 -0.72
```



no.,F_max (Eh/bohr)
1,0.0089
2,0.0864
3,0.1499
4,0.0901
5,0.1506
6,0.0990
7,0.0739
8,0.0958
9,0.0685
10,0.0467
11,0.0586
12,0.0971